# 1
99
Properties=species:S:1:pos:R:3:forces:R:3 method="wB97M-V/def2-TZVPD" orbital_gap_ev=7.1362 total_charge=-1 e_tot_ev=-94154.01962 multiplicity=1
C 2.73250 -0.67029 -1.13631 -0.9003 0.2446 0.1674
C 1.58591 -1.19579 -2.22613 2.2688 -1.4438 0.5146
O 1.14563 -0.11250 -3.11955 -1.9294 1.1188 2.2224
P -0.08445 0.88747 -2.39555 -1.5156 -0.6493 2.6573
O -0.30308 0.63825 -0.84924 1.4478 0.9482 -4.7626
C -1.76387 0.40873 -3.25858 -0.0570 1.8088 -1.3010
C -3.07227 1.12670 -2.50405 0.2896 -1.1281 0.6273
C -4.40504 0.46445 -3.19955 1.2432 -1.2349 0.3408
S -5.88796 1.60593 -3.30996 -2.1199 5.1340 -2.6384
O -5.84735 2.22685 -4.76134 0.3641 -2.8482 4.1587
O -5.85709 2.78726 -2.31223 0.5096 -4.4065 -1.8408
N -7.32453 0.61697 -3.25245 1.1953 1.3350 2.6290
S -8.31489 0.95200 -1.85490 -5.5448 4.2306 -5.0500
O -8.83082 2.44276 -1.79035 2.5901 -4.6967 0.4709
O -9.62721 0.09484 -2.04067 5.1071 1.3965 1.1219
P -7.46881 0.30031 0.02087 0.3716 -1.5019 3.4409
O -5.92424 -0.47737 -0.18307 -1.0049 0.4840 -0.7648
O -7.19412 1.64912 1.10969 1.5255 -2.3552 -0.7881
O 0.21133 2.54871 -2.83746 0.5602 -3.3861 1.5171
C 1.29797 3.15131 -2.04779 1.4254 2.0603 0.0147
C 0.91976 4.77196 -1.91176 -0.6277 -1.2204 -0.8231
H 3.39394 -1.56127 -0.74090 -1.4862 1.8344 -0.8423
H 2.17350 -0.15427 -0.21954 1.2668 -1.1627 -2.0006
H 3.41011 0.13558 -1.64864 -1.2940 -1.5853 0.8257
H 2.16101 -1.97943 -2.91901 -1.4215 1.8243 1.2095
H 0.72471 -1.79248 -1.70521 1.4270 1.5271 -0.9370
H -1.69118 0.90896 -4.33888 -0.2168 -1.2682 2.1159
H -1.89045 -0.74719 -3.39111 0.4696 2.2216 0.5194
H -3.05991 0.76992 -1.37455 0.0032 1.0054 -2.3669
H -3.02555 2.29596 -2.53988 -0.1473 -2.3630 -0.1485
H -4.11760 0.12427 -4.29878 -1.0303 0.8455 2.2559
H -4.71219 -0.48423 -2.54698 0.5225 2.1796 -1.5806
H -6.01238 -1.39356 -0.58230 -0.3398 1.6868 0.7110
H -6.65254 1.27154 1.88694 -1.1796 0.7156 -1.7786
H 2.29423 3.11896 -2.70153 -2.0664 -0.2882 1.5248
H 1.46833 2.65382 -0.99386 -0.5735 0.8637 -2.1907
H 0.99003 5.20801 -3.00942 -0.0375 -0.7313 2.3653
H 1.61538 5.33814 -1.15727 -1.4676 -1.2243 -1.4793
H -0.22392 4.79637 -1.62487 2.3904 0.1909 -0.2903
C 3.61717 -3.99182 3.32421 0.4273 0.1327 0.0889
C 3.11494 -2.77071 2.57053 -0.4629 -0.5372 0.1980
C 1.61976 -2.57548 2.76523 -0.1643 0.3840 -0.0270
O 3.39399 -2.92533 1.18139 0.1347 -0.1356 -0.3140
H 3.12753 -4.90357 2.96407 -0.1286 0.0716 0.0159
H 4.69232 -4.12701 3.16494 -0.2670 0.0573 0.1124
H 3.43140 -3.89651 4.39857 0.0251 -0.0266 -0.0975
H 3.65046 -1.87936 2.91504 -0.0336 -0.1197 -0.2248
H 1.05920 -3.43697 2.38525 0.1060 -0.0513 0.0966
H 1.27009 -1.70029 2.20722 0.0658 -0.0738 0.1160
H 1.37412 -2.43767 3.82284 0.0217 -0.0344 -0.1062
H 2.92245 -3.71451 0.86674 0.1666 0.3448 0.2081
C 0.74851 6.32148 3.10412 -0.1755 0.3379 -0.0517
C 0.81297 5.17728 2.10511 0.2721 -0.1109 0.5811
C 0.78610 3.82800 2.80534 -0.1606 -0.3125 -0.1492
O 2.00897 5.28722 1.33764 0.2880 0.0636 -0.1874
H 1.60828 6.29802 3.78307 -0.0776 -0.1455 0.0032
H 0.78116 7.28631 2.58677 -0.0794 -0.1512 0.0347
H -0.16846 6.27419 3.69976 0.1169 0.0236 -0.0334
H -0.03031 5.24783 1.40951 0.2751 0.0010 -0.0708
H 1.64722 3.71602 3.47370 -0.0709 0.1424 0.0406
H 0.84554 3.01412 2.07483 -0.1099 0.1359 0.0725
H -0.12977 3.70594 3.39199 0.1143 -0.0218 -0.0491
H 2.76321 5.22556 1.94713 -0.3787 0.0038 -0.2372
C 1.94851 -0.00709 7.58983 -0.1902 0.3286 -0.0451
C 2.01297 -1.15130 6.59082 0.3760 -0.0533 0.5599
C 1.98610 -2.50057 7.29105 -0.1753 -0.2984 -0.1121
O 3.20897 -1.04135 5.82335 0.1877 0.0041 -0.1975
H 2.80828 -0.03055 8.26879 -0.0850 -0.1459 -0.0042
H 1.98116 0.95774 7.07249 -0.0785 -0.1647 0.0332
H 1.03154 -0.05438 8.18548 0.1153 0.0300 -0.0251
H 1.16969 -1.08075 5.89523 0.2631 0.0250 -0.0671
H 2.84722 -2.61255 7.95942 -0.0885 0.1318 0.0227
H 2.04554 -3.31446 6.56054 -0.0798 0.1304 0.0647
H 1.07023 -2.62263 7.87770 0.1137 -0.0203 -0.0321
H 3.96321 -1.10301 6.43285 -0.3642 0.0150 -0.2478
C -6.14619 3.72243 -9.15325 -0.2246 0.2260 -0.1223
C -4.64904 3.47709 -9.05467 -0.3484 -0.3534 0.5627
C -4.31685 2.00286 -9.22167 0.2493 -0.2093 -0.1509
O -4.17940 3.92618 -7.78610 0.1312 0.0645 -0.0853
H -6.68447 3.18360 -8.36542 0.1309 -0.0548 -0.0974
H -6.37154 4.78580 -9.01887 0.0860 -0.1344 -0.0692
H -6.53558 3.40180 -10.12455 -0.0123 0.0138 0.0701
H -4.12894 4.06080 -9.82196 0.0533 0.0375 0.2230
H -4.79019 1.40298 -8.43626 -0.0925 0.1366 -0.0914
H -3.23720 1.83961 -9.13612 -0.1209 0.0810 -0.0702
H -4.65135 1.63069 -10.19504 0.0175 -0.0198 0.0758
H -4.63582 3.41326 -7.09853 0.0827 0.1698 -0.0741
C 6.75816 -8.16949 3.88103 -0.1009 -0.2166 0.3012
C 5.89483 -7.13827 3.17207 0.6536 -0.0321 -0.2242
C 6.12981 -7.15710 1.67007 -0.2675 0.0487 -0.2659
O 6.19493 -5.84107 3.68071 0.1422 0.1178 0.1493
H 7.82296 -7.96478 3.72283 -0.0950 -0.0153 -0.1420
H 6.58764 -8.13610 4.96243 -0.0534 -0.0232 -0.1663
H 6.53975 -9.18040 3.52296 0.0698 0.0847 0.0455
H 4.83800 -7.33598 3.38179 0.1279 0.2362 0.0710
H 7.17232 -6.91645 1.43337 -0.0281 -0.1229 0.1042
H 5.51102 -6.40152 1.17429 0.0296 -0.1319 0.1019
H 5.89251 -8.13765 1.24571 0.0582 0.1012 0.0061
H 7.13151 -5.65687 3.49889 -0.4050 -0.1263 0.0526

=====

# 2
4
Properties=species:S:1:pos:R:3:forces:R:3 method="wB97M-V/def2-TZVPD" orbital_gap_ev="10.1472 / 10.1455" e_tot_ev=-5596.37696 smiles="O=[NH+][O-]" multiplicity=1
O 1.30133 -1.17647 -0.03366 -7.4866 0.8401 0.5356
N -0.00226 -0.73603 0.03442 0.5189 1.6619 -1.2621
O -1.26175 -1.16664 0.01157 7.0449 0.6765 0.2807
H 0.01894 0.40418 -0.03615 -0.0772 -3.1785 0.4457

=====

# 3
19
Properties=species:S:1:pos:R:3:forces:R:3 method="wB97M-V/def2-TZVPD" orbital_gap_ev="7.3235 / 7.2261" e_tot_ev=-11407.61686 multiplicity=1
C 2.22723 0.09835 0.69404 -0.3567 -0.8638 -2.0287
C 1.77734 1.02831 -0.35349 -0.9526 0.7546 -0.1505
C 1.34259 -0.67020 1.35992 0.3632 2.5772 -1.8551
C 0.43311 1.16388 -0.66866 2.7569 -2.0335 1.8190
C -0.09612 -0.41982 1.26246 0.3330 0.5213 -3.2609
C -0.48681 0.32723 -0.04059 -0.6160 0.5949 2.2442
N -2.68208 -0.10289 0.33692 -1.3701 -2.2797 2.4833
N -1.79375 0.44730 -0.33350 3.4028 1.4381 0.5282
O -0.88035 -1.44617 -1.85717 0.4465 -0.7481 0.2076
H 3.26307 -0.22144 0.59221 0.0954 0.4906 0.8363
H 2.48945 1.68702 -0.86139 -0.1349 -0.3844 0.2902
H 1.65006 -1.20702 2.16176 1.0471 -2.1832 2.0213
H 0.07538 1.80366 -1.37897 -0.5694 1.7659 -1.9839
H -0.66110 -1.28612 1.31138 -1.0424 -2.1808 -0.0029
H -0.37751 0.03698 2.14067 -1.2046 1.8965 2.0016
H -3.54510 0.29955 0.11633 -1.7160 0.3985 -0.6725
H -0.48790 -1.39491 -0.92644 -0.1874 -0.2064 -2.5532
H -2.02832 1.15148 -0.99099 -0.1298 0.6356 -1.1736
H -0.21922 -1.29519 -2.56447 -0.1649 -0.1933 1.2495

=====

# 4
7
Properties=species:S:1:pos:R:3:forces:R:3 method="wB97M-V/def2-TZVPD" orbital_gap_ev=9.0179 e_tot_ev=-7128.00397 smiles="O=CC1=NN1" multiplicity=1
O -1.28400 -1.30496 0.90826 0.3516 0.4054 0.0885
C -0.39236 -0.49129 0.88996 -0.3501 -0.2965 -0.0065
C -0.36010 0.57246 -0.17555 -0.3060 -0.1118 0.1364
N -0.21838 0.03064 -1.45088 0.3588 0.1079 0.0150
N 0.95340 0.45408 -1.43478 -0.1316 -0.1538 -0.0771
H 0.33238 -0.38038 1.72060 0.0060 -0.0845 -0.1504
H 0.96906 1.11944 -0.45759 0.0714 0.1332 -0.0059

=====

# 5
37
Properties=species:S:1:pos:R:3:forces:R:3 method="wB97M-V/def2-TZVPD" orbital_gap_ev="4.1262 / 5.2784" total_charge=+3 e_tot_ev=-49494.50937 multiplicity=1
C -0.18713 0.41428 -1.63319 1.0509 0.4276 0.6755
I -1.14477 -0.43687 -3.34409 0.2859 0.7615 0.4162
H 0.04040 1.49388 -1.60008 -0.4886 -0.3325 -1.0063
H -0.73204 0.24507 -0.73359 -1.5366 -0.2142 0.2762
H 0.73276 -0.10020 -1.38527 0.2728 -0.1941 -0.9658
Sn 1.04793 0.67460 1.80987 -2.1777 -0.7871 1.0458
P 2.37036 -1.66537 0.05340 3.1986 -3.7965 -1.7196
C 2.41696 -1.89967 -1.77566 -1.3100 1.0982 -0.3687
C 4.19103 -1.54711 0.34169 -0.1023 1.7089 0.7973
H 1.71886 -3.47085 1.54158 0.0830 -0.3919 -0.1352
H 3.08975 -3.98429 0.51619 0.0028 0.5370 -0.0371
H 1.43970 -3.92243 -0.16788 0.0291 0.2333 0.2724
C 2.13709 -3.43878 0.52840 -1.5537 0.2791 0.8849
H 4.36067 -1.22261 1.37596 0.3518 -0.1543 -0.2014
H 4.67396 -2.52047 0.17515 -0.5268 0.0924 0.0020
H 3.30430 -2.47011 -2.06931 0.1440 0.0609 0.5218
H 2.42852 -0.93457 -2.28910 0.2410 -0.1809 -0.1483
H 4.61776 -0.80612 -0.34416 -0.0385 -0.0450 0.2343
H 1.53773 -2.45953 -2.10553 0.0292 0.0917 0.0674
C 0.00474 1.71827 -5.00234 1.8171 2.2461 -2.0381
O 0.57081 2.46444 -5.66047 -1.8834 -2.3952 2.1104
Cl -0.17689 -0.93713 3.05352 1.2288 0.7993 -0.6995
C -3.59157 -0.24358 1.86405 0.0689 0.0564 0.2744
C -2.87980 0.66170 0.88658 -0.6488 -0.1702 -0.3792
O -1.65923 1.23166 1.41501 1.0071 -0.0864 -0.1492
C -1.74009 2.63622 1.74367 -0.5584 -0.0580 0.2436
C -1.86892 3.50929 0.53091 -0.1354 0.1570 -0.0527
H -2.93583 -1.06558 2.14926 -0.2028 -0.0576 0.1196
H -4.50957 -0.64381 1.42456 0.2187 -0.0109 -0.1621
H -3.91842 0.30034 2.75052 0.1994 0.0013 0.0794
H -2.62249 0.08254 -0.01219 0.0455 0.1618 0.1107
H -3.56104 1.45994 0.56371 0.3602 -0.0419 0.0560
H -2.58661 2.77139 2.42729 0.1875 0.0462 -0.0225
H -0.83037 2.86783 2.30697 0.1208 0.0023 0.0997
H -2.84948 3.42561 0.07919 -0.1749 -0.1011 -0.1443
H -1.76815 4.55392 0.80205 0.1724 0.1853 0.0693
H -1.12095 3.25811 -0.21669 0.2224 0.0714 -0.1266

=====

# 6
50
Properties=species:S:1:pos:R:3:forces:R:3 method="wB97M-V/def2-TZVPD" orbital_gap_ev="6.3588 / 9.0988" s2=2.004 e_tot_ev=-162691.54202 multiplicity=3
Ti -0.11897 -1.48062 -1.62052 -0.1941 -1.2448 2.5937
C -2.16211 2.31202 3.42228 2.2124 0.3159 -0.3204
C -0.64928 2.16283 3.90825 -0.6362 1.5646 0.2023
S 0.46236 2.03291 2.50286 0.3034 -0.3187 0.1936
C 2.02937 1.48791 3.23409 0.7269 -0.5953 0.1164
C 2.19650 0.35536 4.30665 0.5180 1.1377 -0.0018
S 1.60122 -1.31651 4.10587 -0.4837 -0.2824 -0.3768
C 2.29452 -1.90105 2.51061 0.0975 1.5329 -0.4396
C 1.34092 -2.73499 1.70902 -1.2034 0.2066 -0.7843
S -0.00371 -1.68253 0.77517 0.8853 -0.4368 0.7434
C -1.19358 -1.22419 2.08537 -0.2812 -0.0975 0.4265
C -2.11198 -0.02404 1.72818 -0.0052 -1.0847 -0.6682
S -2.97613 0.71994 3.10129 -0.7769 0.3009 1.4345
H -2.19849 2.84895 2.45335 0.1942 0.0075 0.5696
H -2.58726 2.99375 4.18837 -0.6518 -1.0636 -0.5269
H -0.51966 1.29837 4.52918 -0.2124 -0.5874 0.3163
H -0.37832 3.05699 4.54413 -0.2608 -0.7697 -0.7178
H 2.65459 2.30021 3.65871 -0.6735 -0.0243 -0.2976
H 2.58074 1.14994 2.34338 -0.1206 0.1518 0.1567
H 1.77895 0.67403 5.29454 0.3960 -0.2561 -0.7544
H 3.30479 0.32492 4.38073 -0.5834 -0.0616 0.3915
H 3.20099 -2.39412 2.75876 0.7308 -0.9630 0.0948
H 2.61501 -1.06849 1.87747 -0.1696 0.2534 0.2749
H 0.89771 -3.46536 2.37866 -0.5179 -0.2422 -0.2532
H 1.77130 -3.24681 0.82631 0.1267 0.3057 0.6454
H -0.56539 -0.96974 2.94521 -0.4063 -0.1403 -0.1476
H -1.76814 -2.15795 2.27214 0.2010 0.8044 0.1614
H -2.94891 -0.36399 1.10060 0.4810 0.0394 -0.1195
H -1.54924 0.72044 1.19435 0.1705 0.3161 -0.3215
C 0.86471 -5.07721 -2.62912 -1.5378 -0.5782 0.4328
C 0.54793 -3.61990 -2.42265 1.3116 1.0645 1.7667
O -0.68033 -3.21915 -2.36001 1.2902 -1.5026 -1.0747
O 1.50883 -2.79419 -2.04753 -2.3111 -2.0219 -1.1525
H 0.26216 -5.60516 -1.80172 0.9169 0.6264 -1.2097
H 1.93006 -5.25817 -2.46824 -0.2770 -0.0559 -0.4014
H 0.42977 -5.44254 -3.60131 0.7270 0.3004 0.9234
Br 1.07494 0.26272 -5.62561 0.0702 -0.1618 0.2382
C -0.02474 1.63292 -4.94480 -0.0253 1.8070 -0.9959
C -0.08611 2.80990 -5.74445 0.5716 -0.0150 0.1336
C -1.00309 3.82998 -5.43688 0.3597 -0.6273 -0.5446
C -1.91745 3.63316 -4.40817 -0.8006 0.1298 0.1030
C -1.76780 2.52384 -3.58139 -0.3478 -0.2146 0.6574
C -0.80020 1.53429 -3.78918 0.0421 0.4396 -1.8285
C -0.63161 0.34881 -2.95809 -0.8967 -1.2375 2.5279
O 0.54177 0.08404 -2.46623 -0.3146 2.3628 -1.9226
O -1.61249 -0.39962 -2.55327 1.0906 2.0755 -1.3659
H 0.64454 2.93077 -6.59479 -1.0576 -0.2267 1.0169
H -1.03634 4.73360 -6.05341 -0.0193 -0.4037 0.1873
H -2.82755 4.28806 -4.31541 1.3352 -0.5456 0.2148
H -2.41480 2.39561 -2.71275 0.0061 0.0162 -0.2975